1.
The following is a DFT calculation (ωB97M-V/def2-TZVPD) of 15 unconnected molecules or ions with the total composition C44H125N7O15 in a non-equilibrium geometry.

The geometry in XYZ format:
```
191
C44H125N7O15 (ωB97M-V/def2-TZVPD)
H -0.657 -16.229 -4.270
H 2.079 -9.351 -6.760
H 5.164 -5.643 -7.191
C -1.304 -15.064 -1.948
H -3.132 -13.725 -3.292
N -2.005 -5.030 -3.370
H 4.286 -15.371 2.911
O 0.419 -11.099 -5.721
H -0.358 -6.708 -2.022
C 7.834 -8.503 -2.117
H 8.224 -13.591 -4.065
H 6.948 -12.724 1.433
H 5.810 -9.920 -5.194
H 0.841 -13.082 -0.458
H -0.582 -11.226 2.915
H -1.589 -8.403 -6.793
H 5.120 -6.392 -2.466
C -5.477 -10.092 -5.968
O 2.976 -6.821 0.972
H -0.298 -15.244 -1.566
C 5.374 -6.178 -6.266
C -1.239 -14.401 -3.289
H -3.052 -15.233 -3.921
H 1.525 -13.223 -4.312
C 7.561 -17.572 1.272
H -5.386 -7.672 -1.853
C 4.915 -11.805 -6.123
O 6.798 -14.798 1.127
H 3.012 -4.574 -2.514
H -0.177 -13.958 0.619
H 2.482 -6.229 -2.546
H -0.525 -9.388 -2.826
C -0.298 -15.203 -4.186
H 0.693 -9.367 -7.789
H 1.463 -13.577 1.183
H 6.610 -12.593 -1.727
C 2.832 -10.200 -2.371
N -4.552 -12.908 -2.194
H 6.791 -11.995 -6.419
N 7.364 -7.718 -0.977
H 4.974 -11.420 -7.143
C 8.123 -7.662 -3.378
C 2.576 -8.009 1.615
C 0.338 -9.936 -2.447
C 6.345 -13.591 1.716
C 3.928 -5.773 -0.962
H 3.491 -7.827 -4.116
O 4.996 -11.545 4.613
H 4.352 -13.440 4.600
H 10.037 -17.826 0.531
H -1.918 -14.537 -1.216
C 9.390 -7.710 -5.359
H 6.479 -13.600 2.802
H -0.802 -6.018 -6.517
O 2.244 -16.590 0.464
H -0.228 -11.810 -5.719
H -5.403 -9.022 -6.163
H 0.818 -11.941 -7.673
H 4.087 -9.979 -5.373
C 1.674 -9.182 -2.602
C -0.348 -6.855 -5.980
H 10.206 -7.052 -5.047
C 3.856 -7.044 -0.114
H 8.631 -6.736 -3.095
C -1.415 -7.931 -5.824
H 3.993 -4.905 -0.301
H 5.311 -4.791 -2.127
C -4.585 -11.594 -2.773
H 6.870 -10.342 -1.607
H -1.166 -5.843 -0.742
H -1.703 -4.241 -2.809
H -2.366 -7.541 -5.462
H 5.715 -9.241 -2.487
H 8.779 -8.947 -1.802
H 2.277 -10.105 -8.329
C 3.465 -15.958 0.873
H 8.879 -13.908 -2.388
C 2.761 -12.085 3.729
H 3.478 -8.612 1.738
O -0.312 -12.073 2.552
H 2.116 -11.844 -6.502
H 2.079 -7.800 2.561
H -2.419 -11.723 -3.061
C 3.898 -12.461 4.759
H 4.879 -10.899 -4.112
H 8.604 -7.102 -5.812
N 5.179 -5.706 -1.722
H 8.344 -15.110 2.471
H 8.796 -14.413 0.923
C 1.237 -11.320 -6.880
H 1.747 -8.408 -1.837
H 0.571 -7.103 -6.511
H -1.537 -7.562 -1.098
H 7.493 -17.549 2.361
C 4.960 -10.601 -5.158
H -0.967 -13.347 -3.213
H 7.955 -18.528 0.926
H -3.068 -10.094 -3.149
C -3.640 -5.657 -1.552
H -1.790 -16.038 -2.029
H -0.666 -11.430 0.584
H 2.703 -11.038 -3.061
C 6.776 -13.453 -2.380
H 2.764 -14.075 -3.440
H 1.874 -5.194 -1.260
H 8.245 -16.431 -0.345
C 4.134 -6.812 -5.667
C 1.685 -13.928 -3.493
C -3.177 -11.057 -2.649
H -2.820 -4.703 -3.873
C 0.125 -11.860 1.203
H 6.711 -14.345 -1.755
N 1.747 -8.544 -3.912
O 4.301 -7.351 -4.353
O -4.064 -6.617 -0.608
H 3.566 -7.880 -0.757
H 1.243 -9.140 -4.560
H 0.207 -10.086 -1.373
H 8.567 -12.321 -2.899
C -4.581 -7.848 -1.136
H 3.787 -9.724 -2.603
N -2.571 -14.345 -3.870
H -0.675 -6.011 -4.239
H 4.034 -12.434 -6.013
H 7.068 -10.176 -3.249
C -5.078 -11.630 -4.233
H -6.147 -11.857 -4.275
H -4.508 -12.343 -4.833
C 0.618 -13.212 0.601
H 4.776 -11.536 -1.016
O 2.816 -10.685 -1.028
O 5.787 -13.601 -3.370
H 1.391 -13.516 -2.526
H 6.581 -7.149 -1.284
H -4.726 -10.526 -6.632
H 0.874 -11.072 1.305
H 10.182 -16.944 1.825
H -5.402 -13.444 -2.324
C 8.185 -13.338 -3.007
H 3.288 -6.120 -5.655
H -2.909 -10.945 -1.597
H 8.119 -7.065 -0.801
H 3.441 -16.900 2.795
O 1.060 -15.202 -3.665
C 3.492 -15.892 2.378
H -5.267 -10.865 -2.328
H -3.762 -8.389 -1.612
C 3.737 -11.765 -0.775
H 2.280 -16.740 -0.484
H 3.728 -7.624 -6.277
H 3.362 -14.930 0.513
C 2.752 -5.414 -1.872
H 9.850 -8.333 -6.126
H 4.880 -7.307 0.161
H 3.546 -12.412 5.791
O 0.060 -6.457 -4.686
H -1.026 -8.686 -5.140
H -0.270 -14.888 -5.232
H 5.656 -5.379 -5.575
H 3.616 -11.964 0.290
H 3.139 -12.198 2.712
H -6.495 -10.418 -6.184
H 4.363 -16.343 0.389
H -3.365 -4.743 -1.023
H 2.526 -11.022 3.797
H 2.563 -15.426 2.713
H 6.217 -6.864 -6.348
H -4.988 -8.361 -0.266
C 6.741 -9.591 -2.388
H 7.210 -7.403 -3.923
H -4.472 -12.861 -1.185
C 1.569 -9.954 -7.514
C 8.134 -15.144 1.399
H 5.288 -13.373 1.576
O 6.156 -12.559 -5.970
H 0.366 -10.908 -2.940
H 1.890 -12.715 3.901
H 6.543 -17.471 0.894
H -4.463 -5.350 -2.204
C 8.483 -16.485 0.718
O 8.904 -8.441 -4.260
H 1.894 -8.669 1.070
C -1.324 -6.584 -1.528
O -5.046 -10.279 -4.614
H 5.707 -11.735 5.230
H 3.469 -12.676 -1.313
H 5.959 -13.110 -4.182
H 1.226 -7.674 -3.981
C -2.418 -6.090 -2.452
H -2.659 -6.991 -3.021
N 9.896 -16.879 0.856
```

net charge: 0
lowest unoccupied orbital energy: 0.43 eV
M: 992.5 g/mol
DFT total energy: -3263.05207 a.u.
F_max: 2.42 eV/Å
multiplicity: 1
energy relative to the best compared isomer or geometry (same formula, charge and spin): 1.775 eV
Kohn-Sham gap: 8.9850 eV

=====

2.
The following is a DFT calculation (ωB97M-V/def2-TZVPD) of a molecular structure, C44H16BF8N12Rh in a non-equilibrium geometry.

The geometry in XYZ format:
```
82
C44H16BF8N12Rh (ωB97M-V/def2-TZVPD)
C -5.746 -2.241 -3.200
C 3.292 0.775 -2.507
C 2.184 1.064 3.184
C -0.432 6.206 -0.700
C 0.862 -4.366 -0.647
H -3.401 4.646 -0.088
C -0.079 1.836 2.684
C -3.177 0.516 -1.411
H -2.384 6.912 -0.164
H 6.004 1.697 -4.258
C 0.381 5.115 -0.952
C 4.176 0.304 5.187
C -1.059 -3.142 -0.423
N 1.570 2.244 -1.583
H -0.011 7.201 -0.742
C -4.023 -1.614 -1.688
H 1.792 -7.543 -0.112
H 6.343 -0.732 -4.277
C 0.822 2.003 4.948
N -2.346 -2.845 -0.426
H -5.220 1.128 -3.338
H -6.361 -2.998 -3.669
C -1.903 2.246 -0.663
N -0.119 -2.333 -0.980
H -6.620 -0.660 -4.358
F 3.325 0.582 2.730
C 3.475 -0.622 -2.536
C -2.338 2.668 2.217
C 3.070 1.143 5.480
N -1.749 0.021 0.479
F 0.636 2.361 6.209
C 1.686 -5.476 -0.646
H 1.427 5.233 -1.199
C -0.179 2.214 4.065
C 5.482 -0.326 -3.763
Rh -0.316 -0.398 -0.891
C -0.951 -5.605 0.390
C 4.209 1.630 -3.110
N 3.236 2.239 7.793
C 1.058 -2.997 -1.108
C -0.454 -4.438 -0.160
C -5.892 -0.907 -3.598
H 4.739 -2.254 -3.141
C 1.174 -6.655 -0.121
H -0.473 -7.644 0.824
H 4.069 2.702 -3.079
H -4.699 -3.636 -1.925
C -1.556 3.692 -0.609
F 0.835 -1.498 3.826
C -1.780 6.043 -0.384
H -1.952 -5.638 0.797
C -4.185 -0.268 -2.080
C -0.184 3.847 -0.888
F 0.336 -1.287 1.592
H 2.687 -5.420 -1.050
C -0.116 -6.713 0.404
C 2.323 -1.208 -1.886
C 2.055 1.391 4.568
C -2.894 -1.727 -0.806
N -3.010 1.774 -1.364
N 1.475 -0.199 -1.534
N -3.320 3.251 2.365
C 1.188 1.294 2.305
N -0.584 1.590 -0.813
F -1.258 -0.831 3.214
C -1.159 1.982 1.836
N -2.363 -0.409 -0.656
N 2.159 -2.499 -1.632
C -4.820 -2.610 -2.245
F -0.604 -3.002 2.794
C -5.118 0.094 -3.040
C -1.367 1.367 0.492
F 1.430 1.046 1.032
C 3.110 1.736 6.767
F -1.293 2.777 4.502
B -0.190 -1.682 2.896
C 2.041 1.019 -1.839
N 5.096 -0.363 5.014
C 5.292 1.061 -3.751
C 4.589 -1.184 -3.145
C -2.359 4.781 -0.340
C 0.414 2.541 -1.073
```

net charge: 0
lowest unoccupied orbital energy (alpha / beta): -2.98 / -2.99 eV
M: 978.4 g/mol
DFT total energy: -3277.81152 a.u.
F_max: 1.96 eV/Å
multiplicity: 1
energy relative to the best compared isomer or geometry (same formula, charge and spin): 2.519 eV
Kohn-Sham gap (alpha / beta): 3.9602 / 3.9519 eV